1.
15
Properties=species:S:1:pos:R:3:forces:R:3 method="wB97M-V/def2-TZVPD" de_lowest_ev=4.269 charge=0 e_lumo_ev="0.8574 / 0.8580" spin_multiplicity=1
C -1.9409 -0.7611 -1.2992 -0.17 -0.12 -0.01
C -0.5779 -0.2544 -1.5162 -0.32 -0.33 -0.16
N 0.1594 0.0758 -0.4122 -0.44 0.62 0.00
C -0.1317 0.0204 0.8736 -0.25 -0.07 -0.33
O 0.6514 0.4845 1.8852 -0.14 0.14 -0.17
C 2.0018 0.7421 1.5838 0.26 0.11 -0.10
H -2.5250 -0.0175 -0.7277 0.03 -0.19 -0.06
H -2.4393 -0.9072 -2.2602 0.00 -0.11 0.17
H -1.9780 -1.7055 -0.7258 -0.11 -0.02 0.00
H 0.7476 0.7890 -0.8275 1.30 -0.21 0.92
H 0.0499 -0.5673 -2.3434 -0.21 0.29 -0.07
H -1.0906 -0.3476 1.2090 0.17 -0.12 -0.13
H 2.4958 0.9584 2.5334 -0.07 -0.03 -0.19
H 2.0990 1.6141 0.9233 0.06 -0.06 0.08
H 2.4785 -0.1236 1.1038 -0.09 0.09 0.07

2.
113
Properties=species:S:1:pos:R:3:forces:R:3 method="wB97M-V/def2-TZVPD" s_squared=0.76 de_lowest_ev=0.176 charge=-1 e_lumo_ev="2.4240 / 2.3494" spin_multiplicity=2
Sc -1.0314 -0.5333 0.1764 -0.12 -0.23 0.59
C 2.9523 -1.8458 0.1236 -0.04 -0.06 -0.02
Si 1.7717 -0.3558 0.3169 -0.02 0.14 0.03
C 2.3630 0.2798 2.0576 0.16 -0.04 -0.10
C 3.7304 0.3109 2.3845 -0.06 0.00 -0.08
C 4.1917 0.6173 3.6486 0.02 0.02 0.09
C 3.2786 0.8749 4.6661 0.05 0.00 -0.01
C 1.9298 0.8323 4.3824 -0.03 -0.01 0.01
C 1.4604 0.5608 3.0897 -0.07 0.04 0.12
P -0.3463 0.3867 2.7955 0.07 0.01 -0.22
C -0.7876 -0.9709 3.9993 -0.13 -0.03 0.04
C -1.2014 -0.6113 5.4275 -0.08 -0.02 0.04
C -1.7183 -1.8586 6.1488 0.00 0.00 -0.02
C -0.6838 -2.9806 6.1512 0.00 0.00 0.02
C -0.2148 -3.2993 4.7347 -0.02 -0.02 -0.01
C 0.3041 -2.0453 4.0407 0.08 0.00 0.01
C -1.2159 1.9275 3.4223 -0.14 0.00 0.04
C -2.0402 2.6291 2.3143 0.04 -0.12 0.02
C -1.3104 3.8277 1.6917 -0.01 0.03 -0.03
C 0.1992 3.6474 1.7851 0.00 0.00 0.03
C 0.6189 3.7119 3.2549 0.01 0.01 -0.01
C -0.4015 2.9969 4.1615 -0.01 -0.02 0.05
C 2.4912 0.9427 -0.9482 -0.10 0.05 -0.03
C 3.4105 1.9087 -0.5252 0.02 -0.04 0.02
C 3.8427 2.9523 -1.3296 0.02 0.05 -0.09
C 3.3535 3.0800 -2.6183 0.08 0.04 0.09
C 2.4408 2.1474 -3.0768 0.01 -0.16 -0.06
C 2.0207 1.0823 -2.2785 -0.03 0.13 -0.01
P 0.6002 0.1080 -2.8748 0.25 0.18 0.25
C 0.0917 0.6016 -4.5732 -0.12 -0.03 -0.06
C 1.0701 0.5033 -5.7508 -0.02 -0.07 -0.06
C 0.3064 0.6646 -7.0663 0.03 0.01 -0.01
C -0.4600 1.9824 -7.1069 0.00 0.03 0.00
C -1.4085 2.1039 -5.9176 -0.01 -0.02 -0.01
C -0.6717 1.9323 -4.5921 0.05 0.08 0.01
C 1.0054 -1.6572 -2.9647 0.18 -0.31 -0.19
C 2.3700 -1.9384 -3.6492 0.04 0.02 0.05
C 2.2928 -3.1211 -4.6115 0.02 -0.01 0.00
C 1.6219 -4.3023 -3.9156 0.02 -0.02 0.01
C 0.1775 -3.9701 -3.4832 -0.02 0.00 0.00
C -0.1322 -2.4768 -3.5936 0.00 0.02 -0.04
H 3.9821 -1.6331 0.4195 0.02 0.02 -0.02
H 2.9764 -2.2027 -0.9057 0.00 -0.04 -0.02
H 2.5749 -2.6710 0.7322 0.02 0.00 0.04
H 4.4583 0.0719 1.6173 0.01 0.00 0.00
H 5.2566 0.6332 3.8507 0.00 0.00 0.01
H 3.6154 1.0882 5.6734 0.02 0.00 0.00
H 1.2287 0.9916 5.1901 0.00 -0.01 -0.03
H -1.6567 -1.4346 3.5151 -0.01 0.03 0.02
H -1.9845 0.1498 5.4448 0.04 -0.03 -0.01
H -0.3442 -0.2086 5.9779 0.00 0.01 0.00
H -2.6209 -2.2053 5.6336 -0.01 0.00 0.01
H -2.0123 -1.6038 7.1710 0.00 -0.01 0.00
H -1.0988 -3.8717 6.6304 0.01 0.00 0.00
H 0.1803 -2.6693 6.7513 -0.01 0.00 0.01
H -1.0435 -3.7108 4.1492 0.00 -0.01 -0.01
H 0.5674 -4.0619 4.7547 0.00 -0.01 0.00
H 0.6408 -2.2868 3.0317 0.00 -0.02 -0.04
H 1.1723 -1.6635 4.5895 -0.02 0.00 -0.03
H -1.9492 1.5084 4.1140 0.09 0.05 0.01
H -2.9886 2.9559 2.7507 0.02 0.01 0.00
H -2.2935 1.9061 1.5410 -0.04 0.04 -0.02
H -1.5791 4.7478 2.2242 -0.02 0.02 -0.02
H -1.6304 3.9581 0.6573 0.00 -0.01 -0.01
H 0.7283 4.4059 1.2043 0.00 0.00 0.00
H 0.4766 2.6841 1.3431 0.01 -0.01 -0.01
H 0.6816 4.7612 3.5615 0.01 -0.01 0.02
H 1.6137 3.2858 3.3826 0.03 -0.02 -0.01
H -1.1317 3.7309 4.5209 -0.01 -0.01 -0.01
H 0.0832 2.6025 5.0550 -0.03 0.03 -0.02
H 3.7883 1.8656 0.4872 -0.01 0.01 0.01
H 4.5499 3.6755 -0.9400 -0.01 0.00 0.01
H 3.6581 3.9036 -3.2519 0.01 0.00 -0.01
H 2.0324 2.2683 -4.0678 0.04 0.02 0.01
H -0.6671 -0.1741 -4.7523 -0.02 0.04 0.07
H 1.5971 -0.4514 -5.7560 -0.04 -0.01 0.03
H 1.8318 1.2843 -5.6905 0.02 -0.04 -0.01
H -0.3983 -0.1683 -7.1727 0.00 0.00 -0.01
H 1.0026 0.6013 -7.9069 -0.01 -0.01 0.00
H -1.0096 2.0740 -8.0472 0.00 0.00 0.00
H 0.2573 2.8112 -7.0771 0.00 0.00 -0.01
H -2.1859 1.3350 -5.9930 0.00 0.01 -0.01
H -1.9180 3.0701 -5.9345 -0.01 0.00 0.00
H -1.3718 1.9712 -3.7574 0.01 0.00 0.01
H 0.0241 2.7668 -4.4574 -0.03 0.00 0.02
H 1.0443 -1.9899 -1.9184 0.04 0.20 -0.04
H 3.1069 -2.1739 -2.8794 0.00 0.02 0.00
H 2.7640 -1.0521 -4.1518 -0.03 0.00 -0.02
H 3.2996 -3.3915 -4.9403 -0.01 0.01 0.00
H 1.7337 -2.8483 -5.5129 0.00 -0.01 -0.01
H 2.2195 -4.5557 -3.0348 0.00 -0.01 0.00
H 1.6331 -5.1830 -4.5612 0.01 0.00 0.00
H 0.0132 -4.2784 -2.4495 0.00 -0.01 0.00
H -0.5374 -4.5232 -4.0969 -0.01 0.01 0.01
H -1.0713 -2.2531 -3.0820 0.01 0.01 0.00
H -0.2640 -2.2110 -4.6470 0.00 0.03 0.01
S -1.1400 1.6996 -0.9530 0.21 0.26 -0.29
C -0.6593 0.2749 -1.7504 -0.41 -0.22 -0.06
I -0.6760 -3.3865 0.5521 0.06 -0.01 -0.12
F -4.2111 -2.0448 2.8631 0.02 -0.02 0.00
C -4.5392 -0.8342 2.3940 0.01 0.01 0.04
F -5.8072 -0.5903 2.7657 -0.02 0.00 -0.04
F -3.7690 0.0552 3.0345 0.04 0.02 0.02
C -4.3050 -0.7512 0.8506 0.01 0.01 -0.02
O -3.0043 -0.6648 0.5825 -0.07 -0.05 0.11
C -5.0499 0.5056 0.2969 -0.12 0.12 -0.07
F -6.3887 0.3487 0.2445 0.02 -0.02 0.01
F -4.6377 0.8040 -0.9310 0.04 -0.04 0.00
F -4.8144 1.5779 1.0697 0.01 -0.01 0.03
C -4.9269 -2.0230 0.1868 -0.11 -0.06 -0.03
F -5.0650 -1.8435 -1.1364 0.01 0.01 -0.01
F -6.1522 -2.3164 0.6753 0.05 0.02 0.00
F -4.1618 -3.0888 0.3686 0.04 0.01 0.02

3.
9
Properties=species:S:1:pos:R:3:forces:R:3 method="wB97M-V/def2-TZVPD" de_lowest_ev=3.649 charge=0 e_lumo_ev=-0.1159 spin_multiplicity=1
C -0.0274 0.0216 -0.0831 2.35 -2.55 4.15
N -3.3103 -0.9110 0.2691 -3.51 -2.88 1.12
N -3.8513 0.1324 -0.0545 -0.61 2.66 -0.84
N -2.0249 -1.0130 0.4026 4.15 2.60 -1.50
N -4.4569 1.0413 -0.3106 0.32 -0.75 0.18
N -1.4532 0.0075 -0.1118 -0.38 -1.17 0.53
H 0.4720 -1.0705 0.1416 -1.43 2.39 -0.29
H 0.4407 0.3010 -0.9748 0.12 0.89 -1.51
H 0.3840 0.7097 0.7921 -1.01 -1.20 -1.84

4.
16
Properties=species:S:1:pos:R:3:forces:R:3 method="wB97M-V/def2-TZVPD" de_lowest_ev=0.709 charge=+1 smiles=Cc1cn2[nH+]cnc2[nH]1 e_lumo_ev=-3.4463 spin_multiplicity=1
C -0.1683 -1.1840 0.1599 2.10 0.56 -2.07
C 0.7261 -0.6474 -0.7943 -3.77 0.76 2.98
C 0.1694 1.0808 0.5510 -3.75 -2.91 1.84
C -1.1714 1.6427 2.0710 -0.15 -2.30 -1.03
C 1.1031 -1.1498 -2.0624 3.29 -0.21 -3.76
N -0.3641 2.1076 1.2080 2.66 1.74 -1.51
N -0.5015 -0.1797 0.9886 1.54 4.50 0.06
N 0.7163 0.7320 -0.5722 4.43 0.58 -3.11
N -1.3175 0.2984 1.9363 -1.08 -0.23 1.35
H -0.5179 -2.1663 0.0887 -0.63 -1.15 0.63
H -1.7708 2.1911 2.7172 -0.84 0.80 1.21
H 0.4003 -1.0318 -2.8568 -1.25 0.83 -0.25
H 2.0268 -0.5860 -2.5391 -1.45 -1.25 1.28
H 1.2493 -2.2171 -2.2268 0.56 -0.09 1.02
H 1.4176 1.2871 -1.1633 -1.67 -0.58 1.45
H -1.9974 -0.1775 2.4943 0.02 -1.05 -0.08

5.
22
Properties=species:S:1:pos:R:3:forces:R:3 method="wB97M-V/def2-TZVPD" s_squared=0.75 de_lowest_ev=0.459 charge=-2 e_lumo_ev="6.7552 / 6.7310" spin_multiplicity=2
C 1.5237 0.9691 -1.2460 0.39 0.27 0.17
N 0.4157 0.1162 -1.6642 0.32 -0.27 0.02
C -0.9223 0.6348 -1.4535 -0.12 -0.20 -0.36
C -1.4143 0.8855 -0.0228 0.25 -0.60 -0.02
C -1.8514 -0.4145 0.6873 -0.14 0.21 0.10
O -0.8496 -1.3695 0.7007 -0.34 -0.27 0.01
C 2.5119 0.2155 -0.3526 -0.73 -0.33 0.06
H 2.0920 1.3443 -2.1102 -0.16 0.05 -0.09
H 1.1765 1.8660 -0.7196 -0.14 -0.06 -0.03
H 0.4981 -0.7733 -1.1908 -0.17 0.06 0.17
H -1.0039 1.5281 -2.0818 0.00 0.14 0.21
H -1.6112 -0.1014 -1.8925 -0.02 0.07 -0.05
H -0.6070 1.2627 0.6108 0.00 0.38 -0.21
H -2.2341 1.6122 -0.0965 -0.05 0.02 0.36
H -2.1403 -0.1372 1.7193 0.01 0.01 0.00
H -2.7827 -0.8165 0.2308 0.10 0.09 -0.21
H 3.0312 -0.5295 -0.9640 0.32 0.17 0.05
H 3.1885 0.8847 0.1818 0.30 -0.04 -0.24
H 1.9638 -0.3611 0.4032 -0.06 0.18 0.06
H -0.4034 -1.4078 1.7715 0.67 0.53 -0.20
H 0.9731 -0.7322 2.8629 -0.15 0.00 -0.32
O 0.1818 -1.2770 2.8931 -0.27 -0.39 0.54